[1]
{"formula": "C4H6O2", "method": "ωB97M-V/def2-TZVPD", "homo_lumo_gap_ha": 0.3983, "max_force_ev_per_a": 0.5, "e_lumo_ev": 0.87, "total_energy_ev": -8338.507, "e_above_lowest_kcal_mol": 45.1, "symbols": ["C", "C", "O", "C", "C", "O", "H", "H", "H", "H", "H", "H"], "positions_angstrom": [[-0.5450, 1.4269, -0.5668], [0.3567, 0.9399, 0.5421], [1.0224, 1.7335, 1.1721], [0.6527, -0.5352, 0.7765], [0.0805, -1.7682, 0.1956], [1.1665, -1.1170, -0.4241], [-1.2469, 0.6848, -0.9503], [-1.0847, 2.3149, -0.2216], [0.1087, 1.7494, -1.3841], [1.2768, -0.6705, 1.6619], [-0.8544, -1.8338, -0.3634], [0.3748, -2.7122, 0.6657]], "forces_ev_per_angstrom": [[-0.06, -0.05, -0.06], [0.16, 0.17, 0.13], [-0.41, -0.36, 0.00], [0.22, 0.07, 0.06], [-0.25, -0.15, -0.04], [0.28, -0.12, -0.20], [0.11, -0.01, 0.09], [0.10, -0.22, 0.00], [-0.11, -0.10, 0.05], [0.00, 0.10, -0.21], [0.17, 0.37, 0.10], [-0.22, 0.30, 0.08]], "lowdin_charge": [-0.002, -0.381, 0.087, -0.202, -0.108, -0.029, 0.076, 0.090, 0.097, 0.144, 0.112, 0.115]}

=====

[2]
{"formula": "C4H6O2", "method": "ωB97M-V/def2-TZVPD", "homo_lumo_gap_ha": 0.3680, "max_force_ev_per_a": 3.3, "e_lumo_ev": 0.75, "total_energy_ev": -8338.106, "e_above_lowest_kcal_mol": 54.3, "symbols": ["O", "C", "O", "C", "C", "C", "H", "H", "H", "H", "H", "H"], "positions_angstrom": [[-0.7601, -1.1734, 2.4849], [-0.5608, -1.2772, 1.3210], [-0.4708, -1.9221, 0.3233], [-0.3487, 0.8195, 0.7325], [0.6198, 0.5289, -0.1742], [0.3332, -0.0815, -1.4464], [-1.3678, 0.9977, 0.3872], [-0.0937, 1.3319, 1.6482], [1.6790, 0.6204, 0.0631], [0.6353, 1.0819, -1.6193], [1.0406, -0.7323, -1.9655], [-0.7059, -0.1938, -1.7548]], "forces_ev_per_angstrom": [[0.32, 0.63, -0.91], [-0.49, -2.35, 0.43], [-0.08, 0.98, 0.78], [0.44, 1.53, -0.41], [-0.41, -1.86, 2.23], [0.61, 2.90, -1.33], [0.03, -0.64, 0.15], [0.06, 0.03, 0.05], [-0.17, 0.02, 0.18], [-0.48, -1.48, -2.00], [-0.05, 0.30, 0.47], [0.21, -0.07, 0.35]], "lowdin_charge": [0.135, -0.497, 0.113, -0.057, -0.278, -0.068, 0.100, 0.078, 0.130, 0.155, 0.095, 0.094]}

=====

[3]
{"formula": "C4H6O2", "method": "ωB97M-V/def2-TZVPD", "homo_lumo_gap_ha": 0.3456, "max_force_ev_per_a": 2.0, "e_lumo_ev": 0.50, "total_energy_ev": -8335.748, "e_above_lowest_kcal_mol": 108.7, "symbols": ["C", "C", "C", "O", "C", "O", "H", "H", "H", "H", "H", "H"], "positions_angstrom": [[0.1197, 0.1229, 0.2328], [0.1921, -1.3861, 0.3424], [0.5661, 1.1124, -1.1999], [-0.0908, 0.7653, 1.4618], [-0.7255, 0.7025, -0.8917], [-1.8609, 0.4973, -1.2629], [-1.0276, 1.0037, 1.5392], [1.2921, 0.3280, -0.3666], [0.9265, 2.1128, -0.9816], [0.8771, -1.6732, 1.1419], [-0.8010, -1.7700, 0.5849], [0.5321, -1.8156, -0.6004]], "forces_ev_per_angstrom": [[-0.91, 0.17, 0.99], [0.57, 0.09, -0.18], [0.23, 0.03, -0.09], [0.21, -0.17, -0.21], [0.88, -1.65, -0.84], [0.04, 0.82, 0.56], [0.18, 0.01, -0.12], [-1.25, 0.74, -0.09], [0.16, -0.10, 0.13], [-0.02, 0.00, -0.06], [0.01, 0.13, -0.13], [-0.10, -0.08, 0.04]], "lowdin_charge": [-0.435, -0.006, 0.119, 0.025, -0.460, 0.083, 0.120, 0.177, 0.093, 0.088, 0.098, 0.099]}